# 1
Molecular formula: C30H70N10O10
Method: DFT, ωB97M-V/def2-TZVPD

Geometry (Å):
C1 -10.250 28.297 -28.063
N1 -9.752 27.227 -27.264
C2 -8.431 26.784 -27.601
C3 -10.475 26.622 -26.320
O1 -10.114 25.769 -25.507
H1 -9.463 29.046 -28.154
H2 -11.189 28.802 -27.830
H3 -10.562 27.973 -29.062
H4 -7.701 27.596 -27.603
H5 -8.029 26.007 -26.958
H6 -8.594 26.477 -28.638
H7 -11.482 27.048 -26.180
C4 -16.348 29.226 -25.398
N2 -15.846 28.730 -26.704
C5 -16.784 29.051 -27.757
C6 -14.593 28.277 -26.840
O2 -14.144 28.028 -27.967
H8 -16.574 30.282 -25.550
H9 -15.674 29.178 -24.545
H10 -17.237 28.642 -25.161
H11 -17.638 28.371 -27.675
H12 -17.225 30.042 -27.659
H13 -16.361 28.851 -28.737
H14 -14.096 27.982 -25.906
C7 -17.386 21.307 -24.959
N3 -17.691 21.934 -23.648
C8 -16.553 22.232 -22.807
C9 -18.926 21.760 -23.127
O3 -19.258 22.038 -21.967
H15 -18.227 21.308 -25.652
H16 -17.120 20.258 -24.817
H17 -16.550 21.776 -25.472
H18 -16.640 22.424 -21.740
H19 -15.864 21.381 -22.842
H20 -15.952 23.067 -23.175
H21 -19.660 21.388 -23.856
C10 -18.385 23.620 -29.911
N4 -18.469 25.082 -30.177
C11 -18.412 25.923 -28.971
C12 -18.370 25.553 -31.409
O4 -18.231 26.728 -31.684
H22 -17.357 23.258 -29.875
H23 -18.960 23.047 -30.636
H24 -18.789 23.496 -28.908
H25 -19.240 25.708 -28.293
H26 -17.487 25.717 -28.428
H27 -18.478 26.998 -29.127
H28 -18.350 24.726 -32.140
C13 -17.253 17.267 -26.932
N5 -18.153 18.260 -27.441
C14 -19.499 17.874 -27.770
C15 -17.649 19.475 -27.738
O5 -18.209 20.336 -28.364
H29 -16.374 17.679 -26.430
H30 -16.769 16.605 -27.656
H31 -17.637 16.619 -26.142
H32 -19.484 16.991 -28.412
H33 -20.125 17.635 -26.909
H34 -19.990 18.655 -28.348
H35 -16.680 19.509 -27.207
C16 -11.716 19.256 -23.538
N6 -12.919 18.782 -24.206
C17 -13.164 17.342 -24.359
C18 -13.707 19.653 -24.812
O6 -14.730 19.424 -25.459
H36 -11.629 20.336 -23.423
H37 -10.787 18.930 -24.006
H38 -11.744 18.922 -22.499
H39 -12.318 16.884 -24.879
H40 -13.177 16.784 -23.422
H41 -14.014 17.050 -24.970
H42 -13.330 20.668 -24.614
C19 -12.303 22.780 -21.370
N7 -11.938 21.503 -20.723
C20 -10.718 21.624 -19.931
C21 -12.786 20.514 -20.527
O7 -12.550 19.529 -19.833
H43 -11.467 23.227 -21.909
H44 -12.697 23.564 -20.721
H45 -13.029 22.645 -22.174
H46 -10.052 22.275 -20.499
H47 -11.004 22.236 -19.072
H48 -10.215 20.706 -19.646
H49 -13.768 20.793 -20.948
C22 -15.341 27.169 -31.091
N8 -14.387 27.055 -32.197
C23 -14.849 27.225 -33.547
C24 -13.055 27.191 -31.950
O8 -12.173 27.373 -32.777
H50 -15.376 28.044 -30.445
H51 -15.044 26.236 -30.608
H52 -16.347 27.031 -31.487
H53 -14.821 28.254 -33.920
H54 -14.089 26.868 -34.249
H55 -15.742 26.702 -33.882
H56 -12.819 27.064 -30.881
C25 -15.029 22.489 -27.548
N9 -14.310 23.745 -27.081
C26 -14.275 24.920 -27.882
C27 -13.685 23.825 -25.869
O9 -13.741 22.961 -25.010
H57 -14.524 22.224 -28.475
H58 -16.098 22.686 -27.623
H59 -14.986 21.631 -26.877
H60 -14.172 24.777 -28.959
H61 -15.136 25.533 -27.602
H62 -13.429 25.601 -27.764
H63 -13.111 24.758 -25.776
C28 -13.217 29.499 -22.225
N10 -12.850 28.163 -22.744
C29 -11.469 27.779 -22.997
C30 -13.883 27.299 -22.932
O10 -13.761 26.236 -23.550
H64 -12.478 30.257 -22.474
H65 -13.347 29.510 -21.140
H66 -14.208 29.830 -22.539
H67 -11.289 26.722 -22.792
H68 -11.087 27.833 -24.016
H69 -10.779 28.280 -22.319
H70 -14.878 27.654 -22.632

The structure (SMILES) is CN(C)C=O.CN(C)C=O.CN(C)C=O.CN(C)C=O.CN(C)C=O.CN(C)C=O.CN(C)C=O.CN(C)C=O.CN(C)C=O.CN(C)C=O. The value obtained for the energy is -67618.8917 eV. As for the max |F|: 2.69 eV/Å. As for the energy above the lowest of the compared OMol25 structures with the same formula, charge and spin: 8.809 eV. The frontier orbital gap is 9.061 eV. The lowest unoccupied orbital energy is 0.218 eV.

Löwdin population analysis, charges in e, atoms 1 to 99: -0.0646, -0.1998, -0.0377, -0.3525, -0.0119, 0.0922, 0.0846, 0.0915, 0.0903, 0.0921, 0.1001, 0.1219, -0.0319, -0.1695, -0.0342, -0.3108, -0.0396, 0.0866, 0.0615, 0.0941, 0.0763, 0.0939, 0.0723, 0.1302, -0.0432, -0.1616, -0.0554, -0.3359, -0.0186, 0.0784, 0.0798, 0.0603, 0.0870, 0.0783, 0.0804, 0.1293, -0.0309, -0.1601, -0.0374, -0.3686, -0.0178, 0.0804, 0.0896, 0.0811, 0.0907, 0.0786, 0.0694, 0.1437, -0.0767, -0.1814, -0.0466, -0.3639, 0.0182, 0.0630, 0.0910, 0.0926, 0.0895, 0.0904, 0.0845, 0.1171, -0.0435, -0.1578, -0.0254, -0.3369, -0.0284, 0.0821, 0.0920, 0.0799, 0.0861, 0.0897, 0.0758, 0.1130, -0.0466, -0.1842, -0.0358, -0.3849, -0.0022, 0.0866, 0.0895, 0.0728, 0.0795, 0.0963, 0.0896, 0.1367, -0.0353, -0.1813, -0.0678, -0.3379, 0.0017, 0.0704, 0.0798, 0.0449, 0.0933, 0.0809, 0.0888, 0.1284, 0.0022, -0.1554, -0.0962


# 2
Molecular formula: C5H17NO2
Method: DFT, ωB97M-V/def2-TZVPD

Geometry (Å):
C1 2.084 -0.612 -1.005
C2 0.755 -0.337 -0.347
N1 -0.533 -0.810 -0.880
C3 -1.670 -0.300 -0.038
C4 -1.694 -1.135 1.295
C5 -0.767 -0.516 -2.287
H1 2.952 -0.242 -0.424
H2 2.172 -1.678 -1.205
H3 2.201 -0.123 -1.928
H4 0.737 0.781 -0.093
H5 0.725 -0.669 0.703
H6 -2.617 -0.420 -0.477
H7 -1.514 0.755 0.009
H8 -0.686 -1.274 1.785
H9 -2.083 -2.067 1.114
H10 -2.388 -0.609 1.992
H11 0.042 -1.012 -2.802
H12 -0.835 0.717 -2.436
H13 -1.824 -0.964 -2.396
H14 1.867 1.256 2.994
H15 -0.439 0.599 1.781
O1 2.058 1.311 1.976
H16 0.103 3.080 0.288
H17 1.370 2.031 1.657
O2 -0.017 2.239 0.722

The value obtained for the energy is -11037.6507 eV. As for the max |F|: 4.16 eV/Å. As for the energy above the lowest of the compared OMol25 structures with the same formula, charge and spin: 8.606 eV. The frontier orbital gap is 5.294 eV. The lowest unoccupied orbital energy is -2.865 eV.

From a Löwdin analysis of the wavefunction, the atomic charges in e read: -0.0748, -0.2925, -0.2318, -0.2349, -0.0840, -0.0983, 0.0905, 0.0771, 0.0474, 0.0919, 0.0657, 0.0909, 0.0686, 0.0791, 0.0428, 0.0865, 0.0645, 0.1424, 0.1011, 0.0762, 0.3968, -0.1790, -0.0204, 0.0100, -0.3158


# 3
Molecular formula: C14H31N3O5
Method: DFT, ωB97M-V/def2-TZVPD

Geometry (Å):
C1 1.588 0.118 1.406
O1 0.835 -0.560 2.395
C2 1.021 -1.956 2.440
C3 0.097 -2.731 1.494
C4 -1.367 -2.799 1.998
C5 -2.422 -2.216 1.066
O2 -2.687 -2.746 0.009
N1 -3.150 -1.154 1.542
C6 -4.128 -0.623 0.598
C7 -2.511 -0.166 2.418
O3 0.136 -2.172 0.196
C8 1.186 -2.674 -0.606
H1 1.111 0.068 0.425
H2 2.598 -0.300 1.325
H3 1.660 1.161 1.715
H4 0.818 -2.268 3.468
H5 2.067 -2.206 2.220
H6 0.495 -3.754 1.454
H7 -1.436 -2.366 2.995
H8 -1.657 -3.847 2.081
H9 -4.729 0.132 1.102
H10 -3.644 -0.177 -0.278
H11 -4.779 -1.422 0.254
H12 -2.896 0.819 2.161
H13 -1.430 -0.146 2.294
H14 -2.742 -0.350 3.470
H15 1.152 -3.768 -0.650
H16 2.173 -2.364 -0.241
H17 1.049 -2.278 -1.609
C9 3.936 4.117 1.561
N2 3.790 3.347 0.346
C10 2.955 3.854 -0.730
C11 4.406 2.160 0.169
O4 4.300 1.477 -0.831
H18 2.972 4.265 2.051
H19 4.374 5.097 1.356
H20 4.593 3.584 2.247
H21 2.143 3.161 -0.950
H22 3.536 3.985 -1.642
H23 2.538 4.812 -0.427
H24 5.016 1.853 1.036
C12 -1.633 -0.985 -2.606
N3 -1.814 0.198 -3.423
C13 -2.891 0.238 -4.395
C14 -1.017 1.278 -3.308
O5 -1.138 2.297 -3.961
H25 -1.419 -1.861 -3.222
H26 -2.517 -1.200 -2.006
H27 -0.799 -0.827 -1.924
H28 -2.500 0.387 -5.401
H29 -3.576 1.059 -4.181
H30 -3.434 -0.704 -4.353
H31 -0.228 1.150 -2.547

The structure (SMILES) is COC[C@@H](CC(=O)N(C)C)OC.CN(C)C=O.CN(C)C=O. The value obtained for the energy is -29727.5866 eV. As for the max |F|: 0.66 eV/Å. The frontier orbital gap is 9.537 eV. The lowest unoccupied orbital energy is 0.589 eV.

From a Löwdin analysis of the wavefunction, the atomic charges in e read: -0.0911, -0.1811, -0.1717, -0.3053, -0.0175, -0.4662, 0.0615, -0.1330, -0.0539, -0.0386, -0.1793, -0.0778, 0.0831, 0.0884, 0.0853, 0.1315, 0.1231, 0.1448, 0.1082, 0.1282, 0.0854, 0.0837, 0.0896, 0.0855, 0.0727, 0.0901, 0.0975, 0.0892, 0.0845, -0.0643, -0.2003, -0.0363, -0.3698, 0.0096, 0.0879, 0.0889, 0.0815, 0.0869, 0.0944, 0.0865, 0.1323, -0.0515, -0.1925, -0.0442, -0.3577, 0.0049, 0.0978, 0.0674, 0.0655, 0.0912, 0.0904, 0.0857, 0.1287


# 4
Molecular formula: C2H7N5
Method: DFT, ωB97M-V/def2-TZVPD

Geometry (Å):
C1 0.271 -1.399 -0.141
N1 0.238 0.021 -0.094
N2 1.818 0.703 0.090
C2 -0.634 1.023 -0.039
N3 -1.923 0.907 0.025
N4 -2.774 0.075 0.079
N5 -3.708 -0.525 0.006
H1 -0.678 -1.624 0.168
H2 0.564 -1.854 -1.050
H3 0.848 -1.865 0.675
H4 2.188 1.173 -0.828
H5 2.552 -0.010 0.449
H6 1.589 1.241 0.841
H7 -0.351 2.132 -0.181

The structure (SMILES) is CN([NH3+])/C=N\[N+]#N. The value obtained for the energy is -9613.8027 eV. As for the max |F|: 5.46 eV/Å. As for the energy above the lowest of the compared OMol25 structures with the same formula, charge and spin: 2.483 eV. Its net charge is +2. The frontier orbital gap is 9.837 eV. The lowest unoccupied orbital energy is -10.584 eV.

From a Löwdin analysis of the wavefunction, the atomic charges in e read: 0.0278, 0.0258, 0.3187, -0.0376, 0.1558, -0.0480, 0.4335, 0.0805, 0.1210, 0.1427, 0.2404, 0.2258, 0.0977, 0.2159